1.
Density functional theory data (wB97M-V/def2-TZVPD) for a gas-phase ion, C4H13N2 (charge +1).

Last column: natural (NBO) charge in e.
Geometry (Å):
C1 -0.007 -0.970 0.900  -0.253
N1 1.079 -0.800 -0.079  -0.552
C2 0.893 -1.651 -1.319  -0.408
C3 -1.217 0.036 0.453  -0.238
N2 -0.621 1.086 -0.356  -0.656
C4 -0.232 2.285 0.403  -0.434
H1 0.327 -0.687 1.890  0.225
H2 -0.395 -1.984 0.977  0.229
H3 1.976 -0.921 0.383  0.439
H4 1.088 -2.681 -1.027  0.229
H5 1.689 -1.340 -1.983  0.236
H6 -0.128 -1.533 -1.654  0.230
H7 -1.644 0.361 1.399  0.218
H8 -1.845 -0.687 -0.051  0.223
H9 0.809 0.178 -0.461  0.467
H10 -1.307 1.374 -1.044  0.405
H11 0.369 2.084 1.287  0.205
H12 -1.104 2.854 0.702  0.212
H13 0.413 2.911 -0.218  0.225

Forces on the atoms, in the same order (eV/Å):
C -1.367 1.074 0.477
N -1.198 -0.195 -0.620
C 1.124 -0.346 1.412
C 2.139 -1.799 1.040
N -0.558 -0.155 0.141
C 0.308 0.469 -0.243
H 0.402 0.086 0.078
H 0.278 -0.081 -0.305
H 0.154 0.231 -0.470
H -0.206 -0.078 -0.122
H -0.339 0.058 -0.611
H 0.076 0.183 -0.338
H -0.397 0.181 -0.197
H -0.719 0.818 -0.582
H 0.537 -0.059 0.422
H 0.270 -0.044 -0.280
H -0.117 -0.496 0.117
H -0.114 0.173 0.175
H -0.273 -0.020 -0.094

Properties
Total charge: +1
ΔE to the lowest compared entry with this formula, charge and spin (eV): 1.371
Multiplicity: 1
HOMO energy (hartree): -0.5263
SMILES string: CNCC[NH2+]C
Kohn-Sham gap (eV): 11.414


2.
Density functional theory data (wB97M-V/def2-TZVPD) for a molecular structure, C4H10N4O.

Last column: Mulliken spin population.
Geometry (Å):
C1 0.766 -0.956 -1.039  0.651
C2 -0.969 1.255 1.290  0.360
C3 -0.881 -0.575 0.465  -0.091
C4 1.949 -1.024 -1.835  -0.024
N1 0.482 -0.897 0.304  0.239
N2 -0.427 -0.943 -1.637  0.535
N3 -2.054 1.352 2.043  -0.006
N4 0.147 1.920 0.992  -0.012
O1 -1.449 -0.668 -0.729  0.198
H1 -1.429 -1.147 1.255  0.055
H2 2.816 -1.691 -1.421  0.026
H3 2.363 0.008 -1.888  0.058
H4 1.664 -1.406 -2.842  0.009
H5 1.107 -0.981 1.086  -0.019
H6 -0.575 -1.269 -2.608  -0.015
H7 -2.576 0.597 2.234  0.002
H8 -2.230 2.230 2.515  0.015
H9 0.897 1.440 0.402  0.007
H10 0.398 2.755 1.412  0.011

Forces on the atoms, in the same order (eV/Å):
C 2.718 -0.405 1.872
C 0.643 -2.383 -1.201
C 2.416 0.311 3.175
C 2.903 -0.297 -0.072
N -1.964 0.540 0.849
N -4.249 0.304 -0.977
N 4.667 4.357 -1.908
N -1.518 -3.453 -1.023
O -0.062 -0.162 -3.252
H 0.252 0.504 -0.615
H -1.726 1.003 -0.674
H 0.223 -0.594 -0.646
H 0.555 0.371 0.530
H 0.302 -0.353 0.106
H -1.137 0.165 0.733
H -2.521 -3.201 0.686
H -0.363 0.058 0.337
H -1.667 0.990 1.045
H 0.527 2.247 1.035

Properties
Total charge: +2
ΔE to the lowest compared entry with this formula, charge and spin (eV): 0.878
Multiplicity: 3
HOMO energy (alpha / beta) (hartree): -0.5241 / -0.7274
Kohn-Sham gap (alpha / beta) (eV): 6.365 / 7.688


3.
Density functional theory data (wB97M-V/def2-TZVPD) for a single C3H3N3O3 molecule.

Last column: natural (NBO) charge in e.
Geometry (Å):
C1 -0.903 -0.653 -1.003  -0.176
C2 -0.269 0.059 -0.074  0.077
C3 1.215 0.099 0.234  0.602
H1 -1.956 -0.573 -1.205  0.203
H2 -1.654 0.538 1.363  0.398
H3 1.994 1.457 1.565  0.403
N1 -0.163 -1.542 -1.857  0.124
N2 -0.882 0.897 0.800  -0.281
N3 1.271 0.776 1.444  -0.327
O1 -0.874 -2.161 -2.615  -0.305
O2 0.046 1.433 1.702  -0.214
O3 2.174 -0.330 -0.355  -0.504

Forces on the atoms, in the same order (eV/Å):
C 0.337 -0.690 -1.110
C 0.697 -0.544 -0.207
C 0.611 -0.036 -0.335
H -0.398 -0.015 0.077
H 0.235 0.014 -0.369
H 0.564 0.244 0.009
N -0.285 0.245 0.443
N -0.764 0.239 0.574
N -0.627 -0.266 -0.022
O 0.076 0.203 0.134
O 0.329 0.414 0.504
O -0.775 0.192 0.302

Properties
ΔE to the lowest compared entry with this formula, charge and spin (eV): 7.432
Multiplicity: 1
HOMO energy (hartree): -0.3309
SMILES string: O=N/C=C1/NONC1=O
Kohn-Sham gap (eV): 8.130


4.
Density functional theory data (wB97M-V/def2-TZVPD) for 2 unconnected molecules or ions with the total composition C2H7N2O.

Last column: natural (NBO) charge in e.
Geometry (Å):
N1 -0.623 -0.117 -1.398  -0.823
C1 -1.443 -0.248 -0.334  0.285
N2 -2.600 -0.782 -0.504  -0.812
H1 -1.111 -0.292 -2.272  0.381
H2 0.261 0.438 -1.365  0.424
H3 -0.987 0.111 0.626  0.180
H4 -3.243 -0.840 0.298  0.339
C2 1.982 0.341 0.982  -0.151
O1 2.908 1.244 1.290  -0.954
H5 1.447 -0.088 1.950  0.050
H6 1.075 0.778 0.353  0.009
H7 2.334 -0.545 0.374  0.073

Forces on the atoms, in the same order (eV/Å):
N 0.769 0.592 -0.690
C -0.255 0.004 1.174
N -0.464 0.119 0.094
H 0.531 0.123 0.133
H -1.306 -0.868 0.236
H -0.467 -0.325 -0.734
H 1.106 0.216 -0.230
C -0.754 0.576 0.733
O -0.009 -0.169 -0.265
H 0.306 0.067 -1.219
H 0.763 -0.404 0.558
H -0.220 0.069 0.211

Properties
Total charge: -1
ΔE to the lowest compared entry with this formula, charge and spin (eV): 1.277
Multiplicity: 1
HOMO energy (hartree): -0.0812
Kohn-Sham gap (eV): 6.288


The evaluated max |F| for the records listed, in turn: 3.0; 6.7; 1.3; 1.6 eV/Å.